Entry 1:
Density functional theory data (ωB97M-V with the def2-TZVPD basis set) for a cluster of 12 separate species, C11H46N10O15 in total.

SMILES string   NC(N)=O.NC(N)=O.NC(N)=O.NC(N)=O.NC(N)=O.OCCO.OCCO.OCCO.O.O.O.O
DFT total energy   -57765.79948 eV
Spin multiplicity   1
Relative energy (zero: lowest compared OMol25 entry of this formula, charge and spin)   154.3 kcal per mole
HOMO   -0.33863 Ha

Last column: Mulliken charge in e.
CARTESIAN COORDINATES (ANGSTROEM)
1 C 1.003 -0.343 6.058  -0.588
2 C 0.114 0.864 6.393  -0.243
3 O 0.753 2.066 6.781  -0.515
4 O 1.756 -0.169 4.920  -0.481
5 H 0.406 -1.250 6.144  0.352
6 H 1.680 -0.524 6.893  0.322
7 H -0.507 0.589 7.245  0.278
8 H -0.728 1.047 5.726  0.251
9 H 1.662 2.013 6.478  0.322
10 H 1.320 -0.617 4.192  0.306
11 C 4.541 2.840 -2.339  -0.346
12 C 4.161 2.702 -3.832  -0.513
13 O 2.803 2.404 -3.953  -0.471
14 O 4.612 1.510 -1.818  -0.523
15 H 3.801 3.532 -1.936  0.198
16 H 5.526 3.286 -2.208  0.324
17 H 4.763 1.900 -4.259  0.328
18 H 4.418 3.480 -4.551  0.384
19 H 2.787 1.777 -4.680  0.301
20 H 3.766 1.073 -1.941  0.320
21 C -2.744 -1.305 -6.366  -0.221
22 C -3.354 -2.119 -5.192  -0.453
23 O -2.795 -3.413 -5.142  -0.495
24 O -3.121 -1.921 -7.562  -0.556
25 H -1.655 -1.307 -6.414  0.171
26 H -3.128 -0.286 -6.426  0.346
27 H -4.428 -2.264 -5.312  0.274
28 H -3.300 -1.676 -4.198  0.337
29 H -3.051 -3.785 -5.990  0.290
30 H -3.580 -1.358 -8.189  0.303
31 C 2.260 -3.003 -4.487  0.706
32 O 1.553 -2.035 -4.252  -0.699
33 N 2.218 -4.026 -3.726  -0.363
34 N 3.105 -3.062 -5.485  -0.392
35 H 1.770 -4.100 -2.824  0.224
36 H 2.909 -4.722 -3.964  0.138
37 H 3.120 -2.291 -6.137  0.224
38 H 3.752 -3.835 -5.554  0.159
39 C 1.620 7.866 1.044  0.677
40 O 1.082 6.816 0.596  -0.680
41 N 2.625 8.505 0.497  -0.438
42 N 1.358 8.154 2.248  -0.393
43 H 3.018 8.153 -0.364  0.239
44 H 3.217 8.989 1.158  0.181
45 H 0.939 7.450 2.839  0.255
46 H 1.777 9.006 2.594  0.158
47 C -3.842 -3.644 4.358  0.703
48 O -2.691 -3.424 4.675  -0.679
49 N -4.524 -4.588 4.854  -0.412
50 N -4.507 -2.768 3.631  -0.428
51 H -5.425 -4.764 4.433  0.180
52 H -4.003 -5.228 5.437  0.241
53 H -5.509 -2.842 3.521  0.178
54 H -3.965 -1.916 3.611  0.225
55 C -1.699 -6.187 -0.936  0.701
56 O -1.765 -6.798 0.120  -0.700
57 N -2.140 -6.524 -2.070  -0.362
58 N -1.177 -4.988 -1.009  -0.348
59 H -2.762 -7.319 -2.087  0.216
60 H -1.948 -5.947 -2.877  0.164
61 H -1.331 -4.431 -1.837  0.150
62 H -0.966 -4.571 -0.114  0.196
63 C -0.451 0.950 0.254  0.731
64 O -0.908 1.225 1.318  -0.696
65 N 0.329 1.733 -0.425  -0.345
66 N -0.815 -0.004 -0.453  -0.267
67 H 0.548 1.605 -1.403  0.097
68 H 0.762 2.474 0.108  0.180
69 H -0.454 -0.167 -1.383  0.103
70 H -1.540 -0.635 -0.143  0.199
71 O -0.425 4.771 3.897  -0.611
72 H -0.600 3.889 3.571  0.291
73 H 0.354 4.675 4.446  0.330
74 O -4.758 1.785 1.201  -0.649
75 H -3.807 1.767 1.307  0.332
76 H -5.057 2.452 1.820  0.311
77 O 3.427 4.516 4.170  -0.616
78 H 3.496 3.833 3.504  0.315
79 H 3.696 5.317 3.720  0.296
80 O 0.371 -3.408 2.404  -0.669
81 H -0.497 -3.318 2.798  0.339
82 H 0.776 -4.133 2.879  0.307

Entry 2:
Density functional theory data (ωB97M-V with the def2-TZVPD basis set) for a cluster of 3 separate species, C32H41N3OP2S2 in total.

SMILES string   CCCNc1cc(P(C)C)cc2c1Sc1cc(CCCS)c(P(N)O)cc1N2.c1ccccc1.c1ccccc1
DFT total energy   -80605.11796 eV
Spin multiplicity   1
HOMO   -0.28597 Ha

Last column: Mulliken charge in e.
CARTESIAN COORDINATES (ANGSTROEM)
1 C 5.828 -0.316 2.000  -0.756
2 C 4.296 -0.871 2.121  -0.482
3 C 3.360 0.436 2.248  -0.417
4 N 3.813 1.577 1.348  -0.193
5 C 3.021 1.506 0.084  -0.389
6 C 3.608 0.861 -1.224  -0.407
7 C 2.758 0.747 -2.538  -0.038
8 P 3.422 -0.081 -4.131  0.161
9 C 4.461 -1.615 -3.610  -0.925
10 C 1.838 -0.890 -4.869  -1.009
11 C 1.285 1.281 -2.633  -0.692
12 C 0.709 1.919 -1.320  0.340
13 C 1.562 2.026 -0.001  0.095
14 S 0.646 2.789 1.440  -0.262
15 C -1.050 2.029 1.229  0.422
16 C -1.913 1.544 2.413  -0.333
17 C -3.299 0.885 2.058  0.269
18 C -4.165 0.340 3.289  -0.738
19 C -3.755 -1.129 3.800  -0.444
20 C -2.178 -1.423 3.824  -0.468
21 S -1.988 -3.305 3.884  -0.280
22 C -3.802 0.729 0.573  0.266
23 P -5.458 -0.113 0.111  0.225
24 N -6.828 0.748 0.821  -0.665
25 O -5.336 -1.719 0.790  -0.562
26 C -2.905 1.251 -0.612  -0.744
27 C -1.517 1.909 -0.272  0.153
28 N -0.682 2.402 -1.380  -0.270
29 H 6.033 0.048 0.932  0.084
30 H 6.532 -1.192 2.268  0.361
31 H 5.902 0.553 2.740  0.223
32 H 4.228 -1.471 3.098  0.357
33 H 4.041 -1.538 1.230  0.262
34 H 2.262 0.149 2.020  0.187
35 H 3.448 0.783 3.348  0.404
36 H 3.472 2.420 1.858  0.466
37 H 4.660 0.426 -1.235  0.345
38 H 4.279 -2.432 -4.409  0.324
39 H 4.129 -2.055 -2.609  0.276
40 H 5.565 -1.322 -3.571  0.280
41 H 1.245 -0.130 -5.486  0.252
42 H 2.057 -1.865 -5.416  0.325
43 H 1.174 -1.143 -3.957  0.357
44 H 0.662 1.204 -3.581  0.091
45 H -1.571 1.642 3.509  0.279
46 H -4.222 1.125 4.136  0.453
47 H -5.251 0.256 2.897  0.033
48 H -4.227 -1.951 3.140  0.185
49 H -4.117 -1.202 4.896  0.289
50 H -1.645 -1.046 4.775  0.313
51 H -1.623 -1.106 2.871  0.268
52 H -1.234 -3.633 2.744  0.145
53 H -7.502 0.097 1.275  0.285
54 H -6.523 1.462 1.504  0.330
55 H -5.942 -1.800 1.567  0.284
56 H -3.235 1.144 -1.711  0.127
57 H -1.091 2.199 -2.300  0.330
58 C -7.066 -3.322 -2.203  -0.488
59 C -6.681 -3.946 -1.020  -0.098
60 C -7.070 -5.258 -0.766  -0.524
61 C -7.837 -5.949 -1.700  -0.321
62 C -8.219 -5.326 -2.884  -0.416
63 C -7.837 -4.011 -3.134  -0.375
64 H -6.765 -2.298 -2.399  0.360
65 H -6.077 -3.409 -0.296  0.482
66 H -6.776 -5.743 0.159  0.361
67 H -8.137 -6.973 -1.505  0.354
68 H -8.816 -5.865 -3.613  0.348
69 H -8.140 -3.524 -4.055  0.357
70 C 7.346 4.090 -1.482  -0.554
71 C 6.492 3.190 -0.852  -0.344
72 C 5.997 3.471 0.419  0.066
73 C 6.351 4.658 1.054  -0.606
74 C 7.203 5.560 0.423  -0.377
75 C 7.704 5.274 -0.843  -0.424
76 H 7.734 3.869 -2.471  0.367
77 H 6.211 2.269 -1.351  0.251
78 H 5.334 2.764 0.914  0.720
79 H 5.962 4.880 2.043  0.366
80 H 7.477 6.485 0.918  0.363
81 H 8.372 5.974 -1.333  0.358

Entry 3:
Density functional theory data (ωB97M-V with the def2-TZVPD basis set) for the molecule C20H22N2O2.

SMILES string   COc1cccc(C(=O)Nc2c3c(nc4c2CCC4)CCCC3)c1
DFT total energy   -28173.44618 eV
Spin multiplicity   1
Relative energy (zero: lowest compared OMol25 entry of this formula, charge and spin)   16.1 kcal per mole
HOMO   -0.31554 Ha

Last column: Mulliken charge in e.
CARTESIAN COORDINATES (ANGSTROEM)
1 C -4.501 -2.622 -0.059  -0.788
2 H -3.732 -2.726 -0.833  0.326
3 O -5.219 -1.421 -0.201  -0.454
4 C -4.556 -0.240 -0.072  0.636
5 C -5.338 0.911 -0.189  -0.542
6 C -4.767 2.159 -0.050  -0.491
7 C -3.410 2.283 0.200  -0.789
8 C -2.620 1.146 0.288  0.166
9 C -3.192 -0.118 0.159  -0.362
10 H -2.577 -0.998 0.282  0.536
11 C -1.161 1.318 0.568  0.304
12 O -0.739 2.123 1.370  -0.602
13 N -0.369 0.488 -0.170  -0.185
14 C 1.033 0.411 -0.105  -0.106
15 C 1.829 1.543 -0.113  0.660
16 C 3.211 1.374 -0.009  0.031
17 N 3.810 0.210 0.087  -0.821
18 C 3.050 -0.885 0.057  0.256
19 C 1.664 -0.847 -0.054  0.834
20 C 0.833 -2.105 -0.063  -0.681
21 C 1.667 -3.370 -0.252  -1.024
22 C 2.904 -3.319 0.634  -0.803
23 C 3.801 -2.183 0.161  -0.597
24 H 4.647 -2.034 0.833  0.363
25 H 4.211 -2.423 -0.825  0.267
26 H 3.445 -4.265 0.588  0.365
27 H 2.606 -3.148 1.670  0.309
28 H 1.980 -3.449 -1.296  0.353
29 H 1.058 -4.245 -0.016  0.401
30 H 0.089 -2.055 -0.866  0.398
31 H 0.288 -2.164 0.886  0.323
32 C 3.906 2.701 -0.014  -0.718
33 H 4.182 2.962 1.010  0.247
34 H 4.815 2.686 -0.613  0.324
35 C 2.833 3.655 -0.561  -0.663
36 H 2.943 3.740 -1.644  0.300
37 H 2.913 4.653 -0.134  0.348
38 C 1.484 2.992 -0.232  -0.856
39 H 1.078 3.350 0.717  0.261
40 H 0.730 3.175 -0.999  0.345
41 H -0.831 -0.224 -0.717  0.276
42 H -2.951 3.251 0.326  0.463
43 H -5.383 3.041 -0.131  0.382
44 H -6.393 0.794 -0.375  0.439
45 H -4.037 -2.701 0.930  0.334
46 H -5.233 -3.419 -0.175  0.236

Entry 4:
Density functional theory data (ωB97M-V with the def2-TZVPD basis set) for a structure of composition C29H54EuN3OP2.

DFT total energy   -75369.42177 eV
Expectation value of S²   15.761
Net charge   +1
Spin multiplicity   8
Relative energy (zero: lowest compared OMol25 entry of this formula, charge and spin)   0.0 kcal per mole
HOMO (alpha / beta)   -0.34077 / -0.34727 Ha

Last column: Mulliken charge in e.
CARTESIAN COORDINATES (ANGSTROEM)
1 C 2.359 -1.283 -1.493  -0.284
2 C 1.309 0.555 -2.446  -0.765
3 C 3.316 -1.305 -2.505  -0.894
4 C 2.150 0.508 -3.559  -0.355
5 C 3.181 -0.432 -3.578  -1.307
6 H 4.101 -2.060 -2.455  0.529
7 H 1.992 1.218 -4.378  0.487
8 H 3.867 -0.464 -4.418  0.487
9 N 1.435 -0.298 -1.399  1.704
10 P 0.651 -2.638 0.222  0.047
11 P 0.042 2.568 -0.815  -0.356
12 C 2.334 -2.459 -0.500  -1.583
13 H 2.660 -3.387 -1.009  0.738
14 H 3.064 -2.285 0.309  0.705
15 C -2.771 0.009 2.482  0.179
16 O -3.404 -0.227 3.410  -0.155
17 C 0.156 1.545 -2.432  -0.402
18 H 0.281 2.278 -3.240  1.259
19 C -1.568 3.560 -0.963  2.467
20 C 1.524 3.732 -0.718  2.338
21 C -0.272 -3.681 -1.086  2.347
22 C 0.844 -3.564 1.870  1.849
23 C -2.696 2.729 -0.308  -1.854
24 H -2.450 2.455 0.732  0.262
25 H -3.615 3.336 -0.274  0.555
26 H -2.931 1.813 -0.868  0.320
27 C -1.462 4.900 -0.221  -1.774
28 H -1.162 4.768 0.824  0.318
29 H -0.764 5.590 -0.710  0.229
30 H -2.450 5.383 -0.228  0.550
31 C -1.904 3.814 -2.437  -1.653
32 H -2.848 4.380 -2.502  0.589
33 H -1.133 4.402 -2.950  0.161
34 H -2.063 2.874 -2.975  0.171
35 C 1.538 4.319 0.725  -1.828
36 H 1.039 3.676 1.468  0.349
37 H 2.576 4.442 1.069  0.382
38 H 1.053 5.300 0.774  0.406
39 C 2.813 2.916 -0.954  -1.833
40 H 2.851 1.981 -0.381  0.156
41 H 2.955 2.674 -2.016  0.380
42 H 3.673 3.527 -0.637  0.716
43 C 1.454 4.835 -1.798  -1.581
44 H 0.936 4.530 -2.719  0.106
45 H 1.006 5.770 -1.431  0.396
46 H 2.482 5.092 -2.098  0.479
47 C -0.575 -3.859 2.406  -1.612
48 H -0.488 -4.290 3.414  0.489
49 H -1.188 -2.946 2.493  0.215
50 H -1.130 -4.578 1.786  0.262
51 C 1.590 -2.621 2.834  -1.590
52 H 2.597 -2.378 2.462  0.328
53 H 1.041 -1.690 3.036  0.093
54 H 1.713 -3.139 3.796  0.604
55 C 1.675 -4.849 1.737  -1.606
56 H 2.604 -4.679 1.173  0.248
57 H 1.961 -5.177 2.747  0.516
58 H 1.126 -5.677 1.278  0.336
59 C 0.176 -3.312 -2.512  -1.765
60 H 1.220 -3.598 -2.700  0.306
61 H -0.448 -3.863 -3.234  0.614
62 H 0.056 -2.240 -2.716  0.072
63 C -1.784 -3.363 -0.920  -1.489
64 H -2.031 -2.361 -1.324  0.210
65 H -2.373 -4.123 -1.468  0.518
66 H -2.106 -3.391 0.141  0.198
67 C 0.019 -5.173 -0.895  -1.916
68 H 1.100 -5.374 -0.934  0.336
69 H -0.408 -5.572 0.033  0.322
70 H -0.439 -5.735 -1.726  0.537
71 Eu -0.776 -0.031 0.416  0.775
72 N -1.676 0.033 -1.726  -0.289
73 C -1.191 0.636 -2.700  -1.576
74 C -1.766 0.513 -4.175  2.867
75 C -1.191 1.552 -5.123  -1.840
76 C -1.357 -0.856 -4.708  -1.928
77 C -3.304 0.618 -4.113  -1.635
78 H -1.392 2.575 -4.793  0.336
79 H -0.108 1.417 -5.235  0.179
80 H -1.651 1.429 -6.113  0.550
81 H -1.706 -1.650 -4.040  0.376
82 H -1.792 -1.035 -5.700  0.522
83 H -0.267 -0.925 -4.801  0.287
84 H -3.704 1.275 -4.898  0.360
85 H -3.767 -0.366 -4.256  0.459
86 H -3.652 1.000 -3.145  0.209
87 N 1.376 0.698 1.756  -0.467
88 H 2.108 0.246 1.202  0.098
89 H 1.517 0.442 2.732  0.265
90 H 1.536 1.708 1.686  0.191